No. 1
Computed, not measured: C10H8N2 in the gas phase at a distorted geometry, with ωB97M-V/def2-TZVPD.

## Properties
Molar mass = 156.188 g mol⁻¹
Energy above the lowest of the compared OMol25 structures with the same formula, charge and spin = 94.25 kcal per mole
SMILES = c1ccc(-c2ccccn2)nc1

Geometry (Å):
1 C -2.75537 -0.26621 -2.23984
2 C -2.43904 -1.25750 -1.40575
3 C -1.24650 -1.10948 -0.52865
4 C -0.45500 0.06759 -0.54582
5 C 0.70296 0.17685 0.32822
6 C 0.50254 -0.14821 1.63677
7 C 1.63749 -0.09718 2.54217
8 C 2.96410 0.40981 1.87518
9 C 2.87375 0.76489 0.52843
10 N 1.85449 0.59470 -0.28752
11 N -0.84896 1.07637 -1.34329
12 C -1.91425 0.99206 -2.16322
13 H -3.37911 -0.07283 -2.86055
14 H -3.24447 -1.87788 -1.19438
15 H -1.10460 -1.91183 0.08208
16 H -0.48866 -0.61587 2.21168
17 H 1.53455 -0.26278 3.58444
18 H 3.93131 0.80901 2.29356
19 H 3.97360 0.88710 0.09550
20 H -2.09883 1.84139 -2.60901

Forces on atoms 1 to 2 (eV/Å):
C 9.96 3.83 5.88
C 2.55 1.58 2.20

Here are the Mulliken charges for atoms 1 to 8, given in e:
1. C -0.750
2. C -0.546
3. C -0.455
4. C 0.476
5. C 0.611
6. C -0.524
7. C -0.412
8. C -0.416

***

No. 2
Computed, not measured: a 2-piece molecular cluster, C10H8N6O6S overall at a distorted geometry, with ωB97M-V/def2-TZVPD.

## Properties
Molar mass = 340.277 g mol⁻¹
Energy above the lowest of the compared OMol25 structures with the same formula, charge and spin = 0.00 kcal per mole

Geometry (Å):
1 C -1.83838 -3.66836 2.59803
2 S -0.78470 -2.36716 1.84862
3 C -1.48301 -2.28864 0.15177
4 C -1.28850 -0.87890 2.52549
5 C -0.57619 -0.28510 3.57053
6 N 0.01510 0.26127 4.43433
7 H -1.51176 -3.76424 3.63796
8 H -2.89307 -3.37739 2.54177
9 H -1.64239 -4.60699 2.06738
10 H -1.00180 -1.44414 -0.35697
11 H -1.22178 -3.21910 -0.36665
12 H -2.57003 -2.15264 0.21072
13 H -2.09909 -0.31398 2.04486
14 O 1.88468 2.50278 -4.91023
15 N 1.23018 2.55343 -3.88437
16 C 1.28363 1.95032 -2.64285
17 C 0.20182 2.44139 -1.89613
18 N -0.53893 3.34573 -2.60347
19 O 0.08803 3.40347 -3.82146
20 C 0.00210 1.97578 -0.54431
21 N -1.16468 2.48788 0.22405
22 O -2.27156 1.95894 0.02750
23 O -0.95571 3.40344 1.03406
24 C 0.88457 1.05204 0.02938
25 C 1.96697 0.61796 -0.74884
26 N 2.97975 -0.29875 -0.45106
27 O 3.25584 -0.92854 0.55705
28 O 3.77329 -0.41652 -1.60669
29 N 3.29331 0.38613 -2.62772
30 C 2.20329 1.01277 -2.08804
31 H 0.77902 0.65710 1.04529

Forces on atoms 1 to 2 (eV/Å):
C 0.14 -0.10 -0.51
S -0.77 0.77 0.34

Here are the Mulliken charges for atoms 1 to 8, given in e:
1. C -1.000
2. S 0.316
3. C -0.865
4. C -0.563
5. C 0.294
6. N -0.546
7. H 0.347
8. H 0.319

***

No. 3
Computed, not measured: an isolated ion of composition C10H8NO3 and charge -1 at a distorted geometry, with ωB97M-V/def2-TZVPD.

## Properties
Molar mass = 190.178 g mol⁻¹
Energy above the lowest of the compared OMol25 structures with the same formula, charge and spin = 84.39 kcal per mole
SMILES = COC1=C(N[O-])C(=O)c2ccccc21
Total charge = -1

Geometry (Å):
1 C 1.86527 -2.13625 0.59287
2 O 1.52174 -1.47841 -0.60617
3 C 0.93974 -0.20836 -0.47072
4 C 1.70699 1.14046 -0.16780
5 N 3.02472 1.49880 -0.28997
6 O 4.02108 0.80668 -0.53069
7 C 0.70426 2.26746 0.00138
8 O 0.92790 3.46585 0.06287
9 C -0.57297 1.56706 -0.09976
10 C -1.78773 2.12405 0.11947
11 C -2.93646 1.36337 -0.02346
12 C -2.76249 -0.00602 -0.44168
13 C -1.57763 -0.58919 -0.64107
14 C -0.39999 0.15067 -0.42806
15 H 2.48012 -1.57141 1.26768
16 H 2.21226 -3.06518 0.16379
17 H 1.06824 -2.40305 1.23204
18 H 3.07699 2.50160 -0.06070
19 H -1.86992 3.19169 0.21694
20 H -3.92386 1.89750 0.09616
21 H -3.58842 -0.59634 -0.46066
22 H -1.51665 -1.51887 -1.14696

Forces on atoms 1 to 2 (eV/Å):
C -0.10 -0.28 -1.08
O -0.88 1.56 -0.13

Here are the Mulliken charges for atoms 1 to 8, given in e:
1. C -0.793
2. O -0.482
3. C -0.135
4. C 0.003
5. N 0.244
6. O -0.696
7. C 0.163
8. O -0.744

***

No. 4
Computed, not measured: C10H8O3 as an isolated structure at a distorted geometry, with ωB97M-V/def2-TZVPD.

## Properties
Molar mass = 176.171 g mol⁻¹
Energy above the lowest of the compared OMol25 structures with the same formula, charge and spin = 85.12 kcal per mole

Geometry (Å):
1 C -2.06698 0.86521 2.22080
2 C -0.73258 1.05490 2.55349
3 C -2.31482 0.05119 1.14067
4 C 0.31095 0.44093 1.79647
5 C -1.35961 -0.51492 0.38807
6 C 0.00011 -0.40039 0.65498
7 C 1.09678 -1.77328 -1.25140
8 C 2.08922 0.36790 -2.28993
9 C 1.12880 -0.79451 -0.08779
10 C 0.94162 -0.53178 -2.06768
11 O 1.11315 -2.95886 -1.46017
12 O 1.80461 1.49594 -2.68888
13 O -0.23298 -0.08353 -2.56145
14 H -2.90486 1.43776 2.50912
15 H -0.48993 1.63955 3.40591
16 H -3.30576 -0.20240 0.84758
17 H 1.43447 0.59062 1.95372
18 H -1.77178 -0.89073 -0.53041
19 H 3.16514 -0.00164 -2.11019
20 H 2.10481 -0.56980 0.36202
21 H -0.01034 0.77785 -2.78495

Forces on atoms 1 to 2 (eV/Å):
C 1.03 -0.38 -1.18
C 1.23 -0.83 -0.72

Here are the Mulliken charges for atoms 1 to 8, given in e:
1. C -0.598
2. C -0.471
3. C -0.464
4. C -0.596
5. C -0.282
6. C 1.273
7. C 0.109
8. C 0.224

***

Repeat the second record exactly.
Computed, not measured: a 2-piece molecular cluster, C10H8N6O6S overall at a distorted geometry, with ωB97M-V/def2-TZVPD.

## Properties
Molar mass = 340.277 g mol⁻¹
Energy above the lowest of the compared OMol25 structures with the same formula, charge and spin = 0.00 kcal per mole

Geometry (Å):
1 C -1.83838 -3.66836 2.59803
2 S -0.78470 -2.36716 1.84862
3 C -1.48301 -2.28864 0.15177
4 C -1.28850 -0.87890 2.52549
5 C -0.57619 -0.28510 3.57053
6 N 0.01510 0.26127 4.43433
7 H -1.51176 -3.76424 3.63796
8 H -2.89307 -3.37739 2.54177
9 H -1.64239 -4.60699 2.06738
10 H -1.00180 -1.44414 -0.35697
11 H -1.22178 -3.21910 -0.36665
12 H -2.57003 -2.15264 0.21072
13 H -2.09909 -0.31398 2.04486
14 O 1.88468 2.50278 -4.91023
15 N 1.23018 2.55343 -3.88437
16 C 1.28363 1.95032 -2.64285
17 C 0.20182 2.44139 -1.89613
18 N -0.53893 3.34573 -2.60347
19 O 0.08803 3.40347 -3.82146
20 C 0.00210 1.97578 -0.54431
21 N -1.16468 2.48788 0.22405
22 O -2.27156 1.95894 0.02750
23 O -0.95571 3.40344 1.03406
24 C 0.88457 1.05204 0.02938
25 C 1.96697 0.61796 -0.74884
26 N 2.97975 -0.29875 -0.45106
27 O 3.25584 -0.92854 0.55705
28 O 3.77329 -0.41652 -1.60669
29 N 3.29331 0.38613 -2.62772
30 C 2.20329 1.01277 -2.08804
31 H 0.77902 0.65710 1.04529

Forces on atoms 1 to 2 (eV/Å):
C 0.14 -0.10 -0.51
S -0.77 0.77 0.34

Here are the Mulliken charges for atoms 1 to 8, given in e:
1. C -1.000
2. S 0.316
3. C -0.865
4. C -0.563
5. C 0.294
6. N -0.546
7. H 0.347
8. H 0.319

***

- Look up the energy above the lowest of the compared OMol25 structures with the same formula, charge and spin of the second one.
  0.00 kcal per mole